Record 1
This record from OMol25 describes a structure of composition C47H74FIN11O4 at a distorted geometry. The level of theory is the ωB97M-V functional and the def2-TZVPD basis.

```
138
Properties=species:S:1:pos:R:3:forces:R:3:lowdin_charge:R:1
C -0.5898 -4.3495 1.4169 4.04 -0.61 -3.78 -0.2229
C 0.6861 -5.1054 0.7294 0.80 0.63 -0.51 -0.2289
C 1.5325 -4.1347 -0.2966 -0.10 -0.78 0.47 -0.2372
C 3.0800 -4.6814 -0.4906 -0.61 1.88 -0.53 -0.1971
C 3.9667 -3.3261 -0.7928 0.31 -0.68 -0.64 -0.2372
C 5.3464 -3.6147 -1.6000 0.19 0.04 0.41 -0.2218
C 6.3153 -2.2819 -1.5828 -0.21 -1.16 0.19 -0.2091
C 5.5870 -0.9791 -2.2248 0.70 0.45 0.09 -0.2123
C 5.9757 0.4258 -1.4530 0.33 -0.59 -1.02 -0.2078
C 5.0683 1.6236 -2.0600 0.31 -0.09 -0.09 -0.2181
C 4.6793 2.7842 -0.9985 -0.21 -0.47 0.29 -0.2051
C 3.2156 2.5422 -0.2972 -0.15 0.55 -0.19 -0.2038
C 2.1775 3.7797 -0.6294 0.42 -0.87 0.43 -0.2071
C 0.8291 3.6737 0.3120 0.22 0.91 -0.82 -0.2047
C -0.4164 3.4584 -0.7096 0.36 0.85 0.11 -0.1939
C -1.8508 3.2348 0.0106 0.02 -0.84 0.44 -0.1691
C -2.2168 1.6921 0.3243 -0.83 -3.77 1.02 -0.0097
C -2.5668 1.2108 1.8323 0.28 -1.06 -3.26 0.1117
N -2.9156 -0.1942 2.1767 1.08 1.01 -3.29 -0.0958
C -3.2794 -0.5839 3.6035 -0.55 -1.42 -0.04 -0.0205
C -4.9101 -0.8204 3.5648 -3.67 4.91 -0.21 -0.1977
O -5.6806 0.2115 3.4596 4.53 -6.96 0.63 0.0814
F -5.4616 -2.1696 3.6232 1.84 3.53 -0.23 -0.0040
C -2.9291 -1.2873 1.1544 0.68 2.71 -1.94 0.0063
C -2.6079 -0.9814 -0.3916 -0.07 3.11 3.70 -0.5079
I -2.6538 -2.6403 -1.7947 0.10 1.51 1.28 0.9492
C -2.2710 0.5513 -0.7920 -0.54 -0.93 2.66 0.0212
C -1.9879 0.8936 -2.3763 3.01 -0.69 -2.53 -0.3190
O -0.9270 0.5445 -3.0049 -5.90 1.89 3.82 0.0821
O -3.0795 1.6315 -3.0318 1.81 -2.82 1.51 -0.0672
C -4.0471 0.6059 -3.4169 -2.54 -1.04 -0.68 -0.2178
C -5.5321 1.2176 -3.7837 0.17 -0.71 0.91 -0.1204
C -6.4857 -0.1140 -4.0110 1.53 0.33 -0.99 -0.2057
O -6.5511 -0.2880 -5.4862 1.10 0.51 1.40 -0.1370
H -0.2766 -3.7996 2.4023 0.56 -1.26 -2.78 0.0908
H -1.4704 -5.0450 1.6641 2.88 0.14 -2.51 0.0498
H -1.0081 -3.5094 0.7113 0.69 -1.45 1.06 0.0347
H 1.4602 -5.4321 1.5438 -1.63 0.59 -1.23 0.1008
H 0.3851 -6.0926 0.1779 0.39 1.89 0.92 0.1113
H 1.5663 -3.0303 0.0957 -0.06 -2.07 -0.45 0.1054
H 0.9520 -4.0920 -1.3031 1.15 -0.08 1.53 0.0989
H 3.1337 -5.3402 -1.4395 -0.01 0.80 1.77 0.1123
H 3.4263 -5.2272 0.4698 -0.51 0.81 -1.76 0.1064
H 4.2721 -2.7751 0.1989 -0.88 -0.94 -1.85 0.1263
H 3.2804 -2.6651 -1.4675 1.28 -0.93 1.44 0.0960
H 5.1839 -3.9679 -2.7027 0.01 0.75 1.99 0.1183
H 5.8675 -4.5136 -1.0574 -0.70 1.74 -0.99 0.1131
H 7.2789 -2.5916 -2.1597 -1.88 0.88 0.99 0.0529
H 6.6432 -2.1368 -0.4698 -0.73 0.06 -1.92 0.1096
H 5.9189 -0.9131 -3.3473 -0.76 0.00 2.21 0.0832
H 4.4307 -1.0392 -2.2245 1.90 -0.19 0.08 0.0825
H 7.0881 0.6278 -1.7327 -1.79 -0.18 0.63 0.1097
H 5.9249 0.3364 -0.3003 -0.18 0.07 -2.38 0.0337
H 4.1133 1.1413 -2.5455 1.60 1.06 0.98 0.0964
H 5.6616 2.1147 -2.9209 -1.01 -0.81 1.27 0.1071
H 4.7343 3.8051 -1.5434 -0.35 -1.59 1.01 0.1038
H 5.4453 2.8116 -0.1272 -1.07 -0.07 -1.64 0.0994
H 2.7306 1.5546 -0.7051 0.93 1.79 0.78 0.1155
H 3.3335 2.4182 0.8629 -0.23 0.29 -2.15 0.0930
H 1.9235 3.6670 -1.7571 0.20 0.32 1.90 0.1108
H 2.6839 4.8205 -0.5057 -0.80 -1.94 -0.07 0.1138
H 0.9259 2.8603 1.1268 -0.15 1.04 -1.51 0.1040
H 0.7243 4.6949 0.8824 -0.08 -1.94 -1.08 0.1182
H -0.5094 4.4574 -1.3211 0.09 -1.95 1.15 0.1407
H -0.1174 2.6442 -1.4720 -0.72 1.12 1.32 0.1036
H -2.7047 3.6618 -0.6508 1.51 -0.77 1.31 0.0887
H -1.8079 3.7844 1.0453 -0.36 -0.93 -2.04 0.1258
H -2.5483 2.0426 2.6465 -0.17 -2.04 -1.35 0.1503
H -3.0026 0.2442 4.3668 -0.75 -1.38 -1.56 0.1619
H -2.7228 -1.5748 3.8649 -0.99 1.82 -0.54 0.1364
H -3.2145 -2.3564 1.5400 0.75 2.25 -0.78 0.1307
H -4.2449 -0.1945 -2.5813 0.62 1.72 -1.24 0.0750
H -3.7249 -0.0135 -4.3554 -0.05 1.27 1.66 0.1490
H -5.4719 1.8673 -4.7596 -0.30 -1.26 2.00 0.1376
H -5.9914 1.8244 -2.8993 1.18 -0.86 -1.60 0.1161
H -7.5293 -0.0049 -3.5278 1.74 -0.21 -1.17 0.1303
H -5.9315 -1.0788 -3.6302 -1.20 1.84 -0.18 0.1176
H -5.6191 -0.0536 -5.7686 -1.74 -0.53 0.18 0.0863
C -6.1771 4.7360 0.2605 0.97 0.23 -0.21 -0.0895
C -4.8010 5.2742 -0.0416 4.33 1.85 -0.97 -0.2221
N -3.6976 5.7062 -0.2839 -5.87 -2.21 1.31 0.1108
H -6.1631 3.6438 0.2370 0.14 0.10 -0.05 0.0670
H -6.4964 5.0670 1.2507 0.09 0.07 -0.21 0.0602
H -6.8899 5.0991 -0.4829 0.17 0.06 0.14 0.0754
C -3.7268 -4.4975 4.9138 0.70 -0.21 -0.73 -0.0488
C -2.7000 -4.3958 3.8114 2.79 0.17 -3.03 -0.0849
N -1.8676 -4.3135 2.9185 -10.47 1.85 11.54 -0.0156
H -3.4266 -3.8757 5.7602 0.05 -0.09 -0.11 0.0834
H -4.6988 -4.1577 4.5489 0.22 -0.11 -0.03 0.0514
H -3.8144 -5.5342 5.2471 0.06 0.12 -0.05 0.0888
C 5.1020 1.7493 3.9551 0.36 -0.67 -1.23 -0.0905
C 5.4988 1.0170 2.6972 1.16 -2.39 -4.13 -0.1908
N 5.8169 0.4303 1.6887 -1.68 3.08 5.88 0.1299
H 4.4929 2.6201 3.7022 0.10 -0.10 -0.04 0.0761
H 4.5248 1.0877 4.6045 0.15 0.04 -0.10 0.0795
H 5.9942 2.0825 4.4895 -0.36 -0.29 -0.37 0.0109
C 10.8689 -1.8589 -2.7142 -0.75 -0.77 -0.10 -0.0686
C 9.8381 -2.9506 -2.8563 -3.30 -3.61 -0.50 -0.2214
N 9.0117 -3.8251 -2.9702 4.52 4.58 0.56 0.1138
H 11.0892 -1.6908 -1.6578 -0.10 -0.09 -0.12 0.0763
H 11.7884 -2.1465 -3.2285 -0.17 -0.04 0.05 0.0762
H 10.4913 -0.9318 -3.1511 -0.03 -0.17 0.04 0.0765
C 8.3763 4.3124 5.8003 -0.87 -0.55 0.22 -0.0562
C 7.1268 3.5288 6.1156 -4.01 -2.45 1.23 -0.2004
N 6.1251 2.9003 6.3684 5.47 3.58 -0.97 0.1121
H 9.1664 4.0530 6.5083 -0.18 -0.03 -0.06 0.0820
H 8.7149 4.0809 4.7880 -0.11 -0.03 0.12 0.0807
H 8.1717 5.3829 5.8714 -0.07 -0.18 0.02 0.0808
C -5.4296 9.5896 1.1903 -0.69 -0.77 -0.11 -0.0627
C -6.4183 8.4602 1.0437 -3.20 -3.67 -0.48 -0.2063
N -7.2107 7.5552 0.9261 4.22 4.82 0.64 0.1135
H -5.2010 9.7489 2.2463 -0.10 -0.09 -0.12 0.0792
H -4.5069 9.3471 0.6585 -0.17 -0.07 0.04 0.0775
H -5.8498 10.5080 0.7743 -0.03 -0.18 0.04 0.0810
C 2.4785 0.8823 -5.7439 0.71 -0.65 0.52 -0.1040
C 3.6930 0.0156 -5.5235 3.93 -2.78 0.69 -0.2222
N 4.6663 -0.6793 -5.3468 -5.21 3.67 -1.14 0.1201
H 1.9647 0.5766 -6.6573 0.15 0.04 0.14 0.0646
H 1.7924 0.7834 -4.8992 0.14 -0.15 -0.02 0.0625
H 2.7793 1.9271 -5.8378 0.02 -0.28 -0.01 0.0437
C -7.9983 -3.0476 5.3526 -0.40 -0.41 0.97 -0.0785
C -8.5181 -3.6249 6.6456 -1.71 -1.89 4.25 -0.2297
N -8.9346 -4.0874 7.6816 2.22 2.42 -5.54 0.1175
H -6.9986 -2.6358 5.5046 -0.19 -0.08 0.09 0.0509
H -7.9498 -3.8278 4.5897 -0.05 0.05 0.14 0.0772
H -8.6621 -2.2522 5.0066 0.05 -0.12 0.11 0.0830
C -10.8294 -6.8619 6.2922 -0.12 -0.99 -0.48 -0.0871
C -10.9680 -8.2047 5.6191 -0.47 -4.41 -2.22 -0.2409
N -11.0790 -9.2804 5.0797 0.61 5.73 2.85 0.0977
H -11.7572 -6.2954 6.1871 0.10 -0.14 -0.02 0.0773
H -10.6141 -6.9983 7.3541 -0.01 -0.02 -0.17 0.0762
H -10.0143 -6.2981 5.8335 -0.10 -0.14 0.06 0.0508
C 3.9247 0.6015 -9.9581 -0.14 0.68 0.79 -0.0600
C 3.7240 1.5896 -8.8364 -0.60 3.27 3.62 -0.2023
N 3.5633 2.3810 -7.9373 0.96 -4.08 -5.08 0.1194
H 3.9098 -0.4169 -9.5636 0.01 0.17 0.05 0.0790
H 3.1267 0.7096 -10.6959 0.08 0.07 0.15 0.0781
H 4.8861 0.7811 -10.4442 -0.12 0.04 0.14 0.0806
```
Forces are in eV/Å.

Gap between HOMO and LUMO (eV): 5.3
LUMO (eV): -5.040
HOMO level (eV): -10.343
Total charge: +1


Record 2
This record from OMol25 describes a structure of composition C20H31F13N2O28S7Zr at a distorted geometry. The level of theory is the ωB97M-V functional and the def2-TZVPD basis.

```
102
Properties=species:S:1:pos:R:3:forces:R:3:lowdin_charge:R:1
Zr 23.6397 -12.7624 -15.3436 -0.52 0.14 -4.96 1.9086
N 23.9822 -13.4886 -13.4050 3.66 -2.13 3.82 -0.4408
S 23.3106 -13.4040 -11.9112 -5.71 2.84 -0.20 0.5057
O 23.9284 -12.5532 -10.9665 1.20 -0.61 -0.06 -0.1943
O 22.5493 -14.5361 -11.5514 0.84 -0.57 0.09 -0.1996
F 22.1665 -12.4306 -12.5072 0.10 -0.27 0.28 -0.2113
S 25.4269 -14.2985 -12.7851 0.57 -0.91 -2.89 0.5458
O 25.1690 -15.4906 -12.0898 -0.66 -0.23 0.47 -0.1857
O 26.3908 -13.3911 -12.3276 0.46 0.85 -0.20 -0.1987
F 25.8210 -14.7840 -14.2391 0.36 0.44 -0.04 -0.1677
N 21.5233 -12.9817 -15.3571 -4.32 -2.14 0.43 -0.3893
S 20.6026 -14.3883 -14.8831 4.38 -3.41 1.55 0.5394
O 19.9255 -15.0871 -15.9015 -0.45 0.73 -0.59 -0.2022
O 20.1181 -14.3491 -13.5591 -0.75 0.90 -0.01 -0.2008
F 21.9805 -15.1615 -14.7111 -0.12 -0.08 -0.18 -0.1818
S 20.1944 -12.1598 -15.7024 -0.11 6.55 -2.82 0.4691
O 19.4672 -11.6139 -14.6132 0.18 -0.80 0.92 -0.2162
O 19.4362 -12.4902 -16.8582 0.28 -1.41 0.18 -0.2166
F 21.0175 -10.9022 -16.2630 -0.01 -0.11 0.31 -0.1737
O 24.0303 -11.5983 -17.0320 0.37 -2.27 1.73 -0.3731
C 24.1267 -12.3537 -18.2512 -2.34 0.61 -1.11 -0.2599
C 24.2115 -13.8835 -18.0557 3.56 0.66 0.01 -0.2807
O 23.8428 -14.2938 -16.7639 -0.58 2.16 1.90 -0.3576
H 23.2137 -12.1298 -18.8247 -0.16 0.06 0.29 0.0949
H 24.8765 -11.9586 -18.9399 0.54 -0.20 0.48 0.1212
H 25.3138 -13.9922 -18.1413 -0.04 -0.47 0.51 0.1147
H 23.9755 -14.5350 -18.9022 -1.34 0.24 0.22 0.1205
C 24.5677 -7.2288 -16.0767 -0.71 0.23 -0.38 -0.0349
C 24.0173 -8.6059 -15.7797 0.20 -0.01 -0.38 -0.1502
O 23.2748 -8.5149 -14.5237 0.13 0.25 0.01 0.0937
C 22.8586 -9.5989 -13.9951 0.58 0.11 -0.15 -0.3389
O 23.0631 -10.7154 -14.4537 0.26 -0.75 0.09 -0.0343
C 22.1602 -9.3599 -12.6361 0.06 -0.90 -0.18 -0.5562
F 21.8487 -8.0909 -12.4912 -0.13 0.14 0.24 0.2099
F 21.0942 -10.1441 -12.5790 -0.20 0.28 0.18 0.1713
F 22.9903 -9.7340 -11.6573 0.15 0.22 -0.06 0.1885
H 23.8706 -6.6859 -16.7160 -0.03 0.06 0.10 0.0851
H 25.5060 -7.2759 -16.6226 0.14 -0.09 0.21 0.0841
H 24.6570 -6.6558 -15.1564 0.33 -0.04 0.01 0.0894
H 24.8109 -9.3462 -15.6906 -0.10 -0.06 0.30 0.1186
H 23.3107 -8.9761 -16.5194 0.05 0.03 -0.07 0.1306
C 17.6358 -20.5046 -14.3078 0.16 -0.05 0.40 -0.0403
C 18.6294 -19.4290 -14.6466 0.42 -0.30 -0.63 -0.2013
O 19.3361 -19.1010 -13.4349 -0.13 -0.06 0.67 0.0437
C 20.2240 -18.1440 -13.4958 -0.29 -0.12 -0.56 -0.3867
O 20.5444 -17.5579 -14.4958 0.07 0.19 -0.03 0.1298
C 20.8507 -17.7993 -12.1328 1.08 -0.43 -0.46 -0.5525
F 22.1253 -17.4454 -12.3472 -0.03 0.27 -0.08 0.1601
F 20.2202 -16.7739 -11.5832 -0.35 0.14 0.34 0.1863
F 20.8977 -18.8391 -11.3109 -0.55 -0.02 0.28 0.1908
H 17.0739 -20.2061 -13.4230 -0.23 -0.01 -0.13 0.0763
H 18.1574 -21.4271 -14.0546 -0.02 -0.04 -0.04 0.0870
H 16.9693 -20.6955 -15.1451 -0.06 0.05 0.00 0.0885
H 18.1727 -18.5412 -15.0780 0.00 0.12 0.22 0.1199
H 19.3791 -19.7884 -15.3561 -0.07 0.03 -0.07 0.1247
C 19.1061 -12.6989 -20.5669 -0.59 0.08 0.82 -0.0443
C 20.3664 -13.2291 -19.9277 0.24 0.92 0.24 -0.1985
O 21.0128 -14.2073 -20.7563 -0.87 -0.53 0.07 0.0363
C 21.9296 -13.7910 -21.5906 0.15 0.02 0.27 -0.4114
O 22.4897 -12.7355 -21.5539 0.22 0.26 -0.46 0.1587
C 22.2964 -14.9185 -22.5780 0.15 -0.17 0.34 -0.5419
F 22.4378 -14.4357 -23.8094 0.16 -0.05 0.04 0.1789
F 23.4594 -15.4432 -22.1515 0.01 0.06 -0.34 0.1609
F 21.3960 -15.8987 -22.6047 0.02 0.11 -0.10 0.1758
H 19.2372 -11.9345 -21.3289 0.25 -0.46 -0.44 0.0845
H 18.5368 -12.1747 -19.7906 0.13 -0.10 0.13 0.0793
H 18.4769 -13.5444 -20.8436 0.00 0.17 -0.51 0.0894
H 20.1255 -13.6996 -18.9798 0.14 -0.28 -0.08 0.1067
H 21.0705 -12.4156 -19.7504 0.01 -0.07 0.14 0.1098
C 17.3112 -8.8230 -14.5322 0.43 -1.35 1.41 -0.1461
C 17.9849 -8.7998 -13.1311 0.16 0.42 -0.75 -0.1235
O 19.3399 -8.4976 -13.5028 0.81 -0.05 0.33 -0.2420
S 19.3395 -7.3493 -14.5830 -0.94 0.15 0.68 0.5860
O 20.4951 -7.3755 -15.3895 0.42 -0.74 -0.44 -0.2031
O 19.0189 -6.1242 -13.9407 -0.51 0.10 -0.08 -0.2062
O 18.0877 -7.9752 -15.3633 -0.05 0.95 -0.53 -0.1721
H 16.2498 -8.6049 -14.4760 0.06 0.47 -0.39 0.1341
H 17.4826 -9.8514 -14.8548 -0.30 0.14 -0.51 0.1146
H 18.0039 -9.7849 -12.6788 -0.07 0.03 0.10 0.1328
H 17.6386 -8.0259 -12.4474 -0.17 -0.06 -0.04 0.1308
C 21.5248 -16.9431 -18.1180 -0.11 0.55 1.04 -0.1589
C 21.5512 -18.3657 -17.5631 -1.85 0.24 -0.89 -0.1551
O 22.3093 -19.0445 -18.5564 1.40 -0.72 0.27 -0.1853
S 21.9565 -18.5266 -20.0219 -1.00 -0.17 1.51 0.5863
O 20.7610 -19.1753 -20.4114 -0.66 0.08 -0.33 -0.2146
O 23.0751 -18.6008 -20.8656 0.89 0.39 -0.18 -0.1960
O 21.6340 -17.0358 -19.5339 0.53 -0.15 -0.80 -0.1959
H 22.3562 -16.4061 -17.6558 0.25 0.22 -0.58 0.1176
H 20.6256 -16.3653 -17.9236 -0.15 -0.29 0.22 0.1163
H 20.5473 -18.8066 -17.5761 0.02 0.08 0.06 0.1252
H 21.9061 -18.4312 -16.5413 0.72 -0.15 -0.25 0.1237
C 17.2327 -15.1534 -12.2181 0.44 -0.01 0.35 -0.1431
C 17.1120 -15.8672 -13.5563 -1.30 1.10 0.01 -0.1492
O 17.0455 -17.2586 -13.2660 0.75 -0.10 0.22 -0.1978
S 16.5066 -17.5255 -11.7771 -0.53 0.66 -0.22 0.5785
O 17.4044 -18.3106 -11.0369 0.94 -0.66 0.20 -0.1990
O 15.1564 -17.9364 -11.8750 -0.42 0.14 -0.02 -0.2104
O 16.6079 -16.0240 -11.2606 -0.23 -0.19 -0.24 -0.1743
H 16.6887 -14.2142 -12.1718 0.04 0.04 -0.20 0.1356
H 18.2735 -14.9926 -11.9379 -0.04 -0.08 0.10 0.1096
H 17.9017 -15.5711 -14.2383 0.28 -0.63 0.01 0.1073
H 16.1560 -15.5710 -13.9997 0.06 -0.18 -0.18 0.1366
```
Forces are in eV/Å.

Gap between HOMO and LUMO (eV): 8.3
LUMO (eV): -2.258
HOMO level (eV): -10.531